Record 1
15
Properties=species:S:1:pos:R:3:forces:R:3 method="wB97M-V/def2-TZVPD" homo_energy_ev=-10.353 lumo_energy_ev=0.680 gap_ev=11.033 multiplicity=1 smiles="CC(=O)O.NC(=O)O"
C -1.49836 -0.30256 -0.79324 2.473 -2.799 0.887
C -1.32065 0.68431 0.29476 -1.412 0.535 -1.654
O -0.92153 1.79474 0.10815 0.599 2.310 -0.042
O -1.98378 0.38739 1.38780 -0.210 0.737 1.225
H -1.00147 -0.15160 -1.75701 -0.751 0.535 0.232
H -0.93860 -1.19761 -0.37708 -0.326 0.628 -0.580
H -2.47046 -0.71188 -0.72433 -1.423 0.141 -0.923
H -2.08176 -0.54880 1.38699 -0.409 -1.284 0.424
N 2.45538 -0.75999 0.05799 0.313 -0.688 1.156
C 1.40613 0.13836 0.24762 3.326 -1.445 -3.078
O 0.52257 -0.14487 0.96830 -1.976 -0.757 3.178
O 1.42957 1.11128 -0.64803 -1.007 1.800 0.484
H 3.30396 -0.44244 -0.40440 -0.432 -0.238 0.296
H 2.50734 -1.58469 0.72943 -0.046 1.989 -1.384
H 0.59167 1.72836 -0.47696 1.281 -1.463 -0.221


Record 2
13
Properties=species:S:1:pos:R:3:forces:R:3 method="wB97M-V/def2-TZVPD" homo_energy_ev=-2.436 lumo_energy_ev=4.473 gap_ev=6.910 charge=-1 multiplicity=1
C -0.59470 0.21393 -0.32153 1.600 0.804 0.657
C 0.31550 1.31213 0.27465 2.367 1.638 -1.340
C 0.24262 -1.00379 -0.62342 -0.501 -2.528 -0.200
N 1.80444 0.99278 0.41435 -0.599 -2.622 0.161
O 2.38687 0.34672 -0.82370 -0.121 0.481 -0.449
P 1.87230 -0.86160 0.41570 -2.045 2.859 0.248
H -1.33228 0.04132 0.41901 -1.025 -0.457 0.487
H -1.00894 0.56548 -1.23497 -0.799 0.428 -0.652
H 0.36209 2.26280 -0.40464 -0.641 -1.288 1.362
H 0.09693 1.53390 1.33147 -0.359 0.262 -0.569
H -0.41459 -2.00365 -0.39622 1.684 2.114 -0.607
H 0.48824 -0.91126 -1.72631 0.020 -0.784 1.279
H 0.87544 -0.74441 1.73180 0.418 -0.907 -0.378


Record 3
14
Properties=species:S:1:pos:R:3:forces:R:3 method="wB97M-V/def2-TZVPD" homo_energy_ev="-8.935 / -9.257" lumo_energy_ev="-1.357 / -1.381" gap_ev="7.578 / 7.876" multiplicity=1
C 0.41641 0.39487 0.83322 -0.692 -0.024 1.066
C 0.46344 1.32631 -1.22561 1.997 0.230 -0.807
C -0.51598 0.57267 -0.32512 1.169 -1.655 -2.051
N 1.46223 1.08816 0.83381 0.061 -0.959 0.281
O 1.58868 1.76279 -0.39568 -0.734 0.528 1.115
P -0.17632 -1.64028 2.81304 -1.554 2.330 -0.368
P -0.89572 -1.15811 -1.12821 2.065 1.009 0.117
H 1.07001 0.63457 -1.85152 -1.218 0.219 -0.533
H 0.16004 2.25576 -1.75791 -0.280 -1.015 0.233
H -1.46707 1.04650 -0.31828 -0.605 0.610 1.190
H 1.14451 -1.56496 2.99991 1.968 0.420 0.570
H 0.04618 -2.85135 2.25313 -0.027 -1.356 -1.135
H -1.27953 -0.57642 -2.37309 -0.722 -0.206 0.410
H -2.01690 -1.29051 -0.35770 -1.427 -0.131 -0.087


Record 4
14
Properties=species:S:1:pos:R:3:forces:R:3 method="wB97M-V/def2-TZVPD" homo_energy_ev="-2.795 / -2.800" lumo_energy_ev="4.011 / 4.010" gap_ev="6.807 / 6.810" charge=-1 multiplicity=1 smiles="O=NPCCC[S-]"
O 3.33585 0.21016 0.50691 0.052 0.004 -0.361
N 2.10521 0.25539 0.54340 0.018 -0.631 0.683
P 1.29911 1.38040 -0.58247 -0.914 1.359 1.359
C -0.43943 1.19084 0.21813 -0.892 0.555 -3.769
C -1.16792 -0.06338 -0.28647 -0.034 -2.372 -0.409
C -0.59455 -1.44583 0.37917 0.783 1.478 -1.035
S 1.08779 -1.76036 -0.30332 -0.001 0.049 0.053
H 0.96389 0.78820 -1.79127 -0.158 -0.533 -0.476
H -1.09988 2.10985 -0.03824 1.210 -1.248 0.030
H -0.54365 1.12670 1.24299 0.858 0.123 2.434
H -2.22067 0.03283 -0.10928 -0.937 0.056 0.869
H -1.21575 -0.20316 -1.38535 0.820 0.242 0.352
H -0.42640 -1.17640 1.44226 -0.529 -0.724 -0.305
H -1.08360 -2.44524 0.16354 -0.275 1.640 0.575


Record 5
13
Properties=species:S:1:pos:R:3:forces:R:3 method="wB97M-V/def2-TZVPD" homo_energy_ev=0.776 lumo_energy_ev=6.455 gap_ev=5.679 charge=-2 multiplicity=1 smiles=[O-]CNCC[S-]
O -0.93045 0.03072 2.30776 1.195 0.957 1.188
C -1.42554 -0.63391 1.31217 -1.334 2.392 -1.012
N -0.79384 -0.39281 -0.13456 0.217 -0.873 1.450
C 0.34018 0.51196 -0.00231 0.251 2.288 -3.678
C 1.28733 0.61167 -1.29470 -1.246 -4.957 1.522
S 2.31564 -1.08813 -1.86830 -1.198 1.767 0.639
H -1.39818 -1.66776 1.53448 -0.230 -2.191 -0.474
H -2.50027 -0.25825 1.15541 0.044 -0.844 -0.348
H -0.59118 -1.33898 -0.51244 0.730 1.134 0.311
H 1.06801 0.52804 0.75968 0.136 -0.951 1.812
H -0.11077 1.59196 0.00928 0.595 -1.495 0.240
H 2.06312 1.25455 -1.18470 2.090 2.186 0.627
H 0.67595 0.85093 -2.08178 -1.250 0.587 -2.278


Record 6
13
Properties=species:S:1:pos:R:3:forces:R:3 method="wB97M-V/def2-TZVPD" homo_energy_ev=-9.109 lumo_energy_ev=0.700 gap_ev=9.809 multiplicity=1
C 0.62801 -0.50469 1.18162 0.676 -1.169 -2.391
C -0.28320 0.05089 0.02853 3.065 1.182 2.195
C 0.11959 0.95172 -1.16220 2.401 -0.644 2.070
S 1.48548 0.01917 -2.03630 -0.059 0.538 0.112
N -1.48634 -0.20073 0.00954 -2.069 1.852 -3.658
O -2.07420 -1.03324 0.82498 -5.365 0.200 2.189
H 0.86482 -1.57495 0.65689 0.334 2.420 1.807
H 0.03246 -0.71629 2.08594 0.232 0.260 -0.514
H 1.53971 0.17578 1.42584 -1.512 -1.538 -0.666
H -0.83725 1.05633 -1.61865 -0.111 0.366 -1.286
H 0.68029 1.90852 -0.93979 -1.338 -0.878 0.168
H 2.45571 0.50879 -1.19361 -0.608 -0.372 -0.590
H -3.12507 -0.64129 0.73719 4.355 -2.216 0.563


Record 7
13
Properties=species:S:1:pos:R:3:forces:R:3 method="wB97M-V/def2-TZVPD" homo_energy_ev=-8.924 lumo_energy_ev=0.661 gap_ev=9.585 multiplicity=1
C -2.55095 0.19808 0.25369 1.800 -0.222 0.112
C -1.07490 0.80997 0.21597 -2.179 -5.030 5.912
S -0.25047 -0.93507 -0.43779 1.341 1.211 2.314
C 1.42228 -0.88238 0.42996 -1.712 -0.639 1.485
N 1.98818 0.27057 0.46148 -1.004 -0.641 -1.291
O 1.24045 1.13721 -0.48450 3.419 0.789 1.234
H -3.25599 1.02209 0.31354 -0.347 -0.081 -0.193
H -2.60310 -0.36797 -0.76442 -0.693 0.734 2.099
H -2.65090 -0.45050 1.22297 0.079 0.918 -2.226
H -0.87062 1.46454 -0.45518 0.735 3.772 -4.859
H -0.78590 1.43678 1.22819 -0.247 -2.574 -2.055
H 1.67701 -1.79333 1.24057 -0.297 2.796 -2.573
H 1.87767 1.90389 -0.53310 -0.896 -1.031 0.042


Record 8
13
Properties=species:S:1:pos:R:3:forces:R:3 method="wB97M-V/def2-TZVPD" homo_energy_ev=-9.201 lumo_energy_ev=0.740 gap_ev=9.941 multiplicity=1 smiles="NC(=O)CCS"
N -0.51973 0.38080 2.13566 0.782 -0.270 0.844
C -0.90852 0.01785 0.88542 -0.639 0.042 0.002
O -2.06988 0.02724 0.53788 0.029 -0.018 -0.237
C 0.24976 -0.31919 -0.02787 0.037 -0.041 0.426
C -0.01612 0.11887 -1.43035 0.269 0.430 -0.565
S 1.24288 -0.53816 -2.57230 -0.511 -0.023 -0.197
H -1.18311 0.45029 2.88956 -0.409 -0.006 -0.284
H 0.36202 -0.00709 2.43498 0.105 0.274 0.009
H 1.12604 0.21617 0.34503 0.139 -0.240 -0.007
H 0.45239 -1.39068 -0.00441 -0.041 -0.052 0.156
H -0.01151 1.20955 -1.45578 -0.036 -0.032 -0.236
H -0.98714 -0.19997 -1.78593 -0.131 -0.221 -0.039
H 2.26292 0.03430 -1.95189 0.408 0.156 0.130


ΔE to the lowest compared entry with this formula, charge and spin, respectively: 107.9; 242.5; 545.3; 446.1; 166.2; 389.3; 514.5; 9.8 kJ/mol.
Total energy, respectively: -12904.8683; -16047.7200; -25332.6532; -26883.3195; -17593.2080; -17593.8945; -17592.5971; -17597.8282 eV.